Record 1
DFT (ωB97M-V/def2-TZVPD) results for one molecule with the formula C6H4O.

Geometry as XYZ:
```
11
Properties=species:S:1:pos:R:3:forces:R:3:lowdin_charge:R:1
C 2.0802 -0.1949 -1.5703 0.07 0.20 0.56 0.07
C 1.0578 -0.4998 -0.6709 -0.85 -0.12 -0.28 -0.24
C -0.0745 -0.6515 -0.1143 0.37 -0.13 0.00 0.10
C -0.8911 -0.6172 1.0573 0.10 0.02 -0.01 -0.49
O -0.7465 -1.3822 2.0009 -0.12 0.33 -0.36 0.06
C -1.9653 0.3925 1.0133 0.01 -0.02 0.08 -0.04
C -2.8351 1.2217 1.0033 -0.03 0.04 -0.01 0.14
H 3.0291 -0.7296 -1.5450 -0.34 0.03 0.11 0.07
H 1.9429 -0.1803 0.0415 0.54 0.18 -0.38 0.21
H 2.0198 0.6831 -2.2210 -0.06 -0.25 0.30 0.08
H -3.6173 1.9582 1.0052 0.31 -0.29 -0.01 0.04
```
Forces are in eV/Å.

Its LUMO energy (alpha / beta) is -0.930 / -0.936 eV. The molar mass comes out at 92.10 g mol⁻¹. As for the HOMO-LUMO gap (alpha / beta): 7.58 / 7.57 eV. The total energy comes out at -8326.8333 eV. The HOMO energy (alpha / beta) comes out at -8.51 / -8.51 eV. Its energy above the lowest of the compared OMol25 structures with the same formula, charge and spin is 129.3 kcal per mole.

=====

Record 2
DFT (ωB97M-V/def2-TZVPD) results for one molecule with the formula C3H4O2 at a distorted geometry.

Geometry as XYZ:
```
9
Properties=species:S:1:pos:R:3:forces:R:3:lowdin_charge:R:1
C -1.6202 0.0083 -0.0252 1.19 0.43 -0.41 0.05
C -0.4214 -0.6045 0.1128 0.32 3.02 -0.87 -0.14
C 0.7278 0.1991 -0.0471 2.16 -0.88 0.41 -0.05
O 3.0338 0.4779 -0.0335 0.32 0.84 -0.06 -0.07
O 2.0224 -0.3245 -0.0223 -3.72 -0.05 0.05 -0.11
H -2.5576 -0.4943 0.0641 -0.41 -0.02 0.04 0.06
H -1.5134 1.0569 -0.3535 -0.83 -0.54 0.38 0.08
H -0.2059 -1.5606 0.3068 0.02 -3.84 0.77 0.07
H 0.5344 1.2416 -0.0020 0.95 1.05 -0.31 0.11
```
Forces are in eV/Å.

Its LUMO energy (alpha / beta) is -0.632 / -0.686 eV. The molar mass comes out at 72.06 g mol⁻¹. As for the HOMO-LUMO gap (alpha / beta): 9.41 / 7.73 eV. The total energy comes out at -7264.7553 eV. The HOMO energy (alpha / beta) comes out at -10.04 / -8.42 eV. Its energy above the lowest of the compared OMol25 structures with the same formula, charge and spin is 136.8 kcal per mole.

=====

Record 3
DFT (ωB97M-V/def2-TZVPD) results for one molecule with the formula C5H10ClN at a distorted geometry.

Geometry as XYZ:
```
17
Properties=species:S:1:pos:R:3:forces:R:3:lowdin_charge:R:1
C 1.2318 0.3052 -0.9297 0.39 0.09 -0.89 -0.03
C 0.0311 0.6066 -0.0937 0.33 1.22 0.73 -0.53
C 0.0783 1.8860 0.7320 -1.58 1.78 -0.57 -0.04
C -0.7688 -0.4843 0.4697 0.88 -1.88 0.56 -0.35
C -0.3446 -1.9917 0.3594 0.00 1.23 1.21 -0.57
H 1.3155 0.9844 -1.7996 -0.15 -0.19 0.42 0.10
H 2.2041 0.3110 -0.4376 -0.16 0.31 0.47 0.09
H 1.1457 -0.6980 -1.3129 -0.08 -0.35 -0.46 0.06
H -0.8731 2.0689 1.3039 0.70 -0.53 -0.62 0.09
H 0.1888 2.8442 0.1382 -0.05 -1.20 0.13 0.09
H 0.8549 1.9518 1.4608 0.83 -0.49 0.46 0.06
H -1.1983 -0.2669 -1.4940 -0.02 0.07 -0.03 0.08
H -1.2587 -0.3121 1.4201 -0.17 0.10 -0.04 0.13
H -0.2870 -2.3825 1.3911 -0.08 0.17 -0.48 0.08
H 0.6054 -2.2627 -0.1107 -0.26 0.51 -0.14 0.06
N -1.2956 0.2803 -0.6415 0.13 0.02 -0.18 0.09
Cl -1.6294 -2.8403 -0.4556 -0.70 -0.85 -0.58 0.59
```
Forces are in eV/Å.

Its LUMO energy is 0.901 eV. The molar mass comes out at 119.59 g mol⁻¹. As for the HOMO-LUMO gap: 10.43 eV. The total energy comes out at -19358.7004 eV. The HOMO energy comes out at -9.53 eV. Its energy above the lowest of the compared OMol25 structures with the same formula, charge and spin is 22.8 kcal per mole.